Molecular formula: C63H147N7O14
Method: DFT, wB97M-V/def2-TZVPD

CARTESIAN COORDINATES (ANGSTROEM)
C1 -3.098 1.398 -5.885
C2 -1.702 1.531 -6.616
C3 -0.603 1.967 -5.677
C4 -0.014 0.749 -4.950
C5 0.462 -0.377 -5.789
C6 -0.586 -0.891 -6.870
N1 -1.244 0.308 -7.422
O1 -2.258 -0.127 -8.357
C7 0.183 -1.614 -7.980
C8 -1.558 -1.859 -6.115
C9 -1.844 2.648 -7.653
H1 -3.377 2.284 -5.315
H2 -3.048 0.544 -5.210
H3 -3.927 1.320 -6.589
H4 0.155 2.437 -6.304
H5 -1.139 2.643 -5.011
H6 -0.776 0.337 -4.288
H7 0.784 1.104 -4.299
H8 0.750 -1.029 -4.964
H9 1.449 -0.297 -6.245
H10 0.787 -2.439 -7.602
H11 -0.389 -1.939 -8.849
H12 0.804 -0.931 -8.558
H13 -2.360 -1.433 -5.513
H14 -2.059 -2.554 -6.789
H15 -0.971 -2.544 -5.503
H16 -2.705 2.420 -8.282
H17 -0.917 2.799 -8.206
H18 -2.063 3.555 -7.089
H19 -1.824 0.044 -9.196
C10 -2.067 7.163 0.531
C11 -1.524 5.682 0.172
C12 -2.086 4.756 1.216
C13 -1.870 3.226 1.040
C14 -2.216 2.882 -0.400
C15 -1.684 3.856 -1.501
N2 -1.868 5.276 -1.188
O2 -1.309 6.120 -2.118
C16 -0.231 3.432 -1.815
C17 -2.582 3.652 -2.809
C18 -0.051 5.786 0.329
H20 -1.570 7.972 -0.003
H21 -1.913 7.408 1.582
H22 -3.136 7.299 0.366
H23 -1.797 4.914 2.255
H24 -3.153 4.976 1.235
H25 -2.437 2.608 1.737
H26 -0.792 3.085 1.109
H27 -3.305 2.908 -0.430
H28 -1.787 1.887 -0.514
H29 -0.288 2.407 -2.180
H30 0.095 4.137 -2.580
H31 0.562 3.519 -1.072
H32 -2.825 2.608 -3.005
H33 -3.553 4.145 -2.747
H34 -2.139 4.076 -3.710
H35 0.399 6.103 -0.612
H36 0.364 4.792 0.494
H37 0.280 6.456 1.123
H38 -2.032 6.228 -2.740
C19 -8.561 1.793 -3.336
C20 -7.823 1.473 -2.041
C21 -8.602 0.279 -1.340
C22 -8.137 -1.117 -1.836
C23 -6.645 -1.161 -1.856
C24 -5.894 -0.123 -2.676
N3 -6.413 1.213 -2.246
O3 -5.627 2.288 -2.722
C25 -4.405 -0.190 -2.276
C26 -6.049 -0.463 -4.143
C27 -7.948 2.663 -1.110
H39 -8.119 2.650 -3.844
H40 -9.592 2.087 -3.138
H41 -8.681 0.948 -4.015
H42 -8.471 0.405 -0.265
H43 -9.669 0.324 -1.558
H44 -8.512 -1.428 -2.811
H45 -8.563 -1.823 -1.124
H46 -6.241 -2.134 -2.133
H47 -6.424 -1.179 -0.789
H48 -3.806 0.142 -3.124
H49 -4.211 0.335 -1.340
H50 -4.138 -1.233 -2.107
H51 -7.100 -0.578 -4.407
H52 -5.793 0.387 -4.775
H53 -5.392 -1.257 -4.499
H54 -7.828 3.565 -1.710
H55 -7.236 2.674 -0.284
H56 -8.865 2.584 -0.527
H57 -5.926 2.318 -3.634
C28 5.339 1.438 -1.977
C29 5.248 0.847 -0.600
C30 6.297 -0.308 -0.589
C31 7.779 0.062 -0.542
C32 8.031 0.908 0.660
C33 7.161 2.196 0.624
N4 5.692 1.875 0.451
O4 4.931 3.010 0.498
C34 7.277 2.784 2.065
C35 7.797 3.191 -0.404
C36 3.780 0.394 -0.432
H58 6.335 1.872 -2.057
H59 4.670 2.282 -2.146
H60 5.143 0.779 -2.823
H61 6.071 -1.075 0.152
H62 6.210 -0.843 -1.535
H63 8.004 0.523 -1.503
H64 8.469 -0.781 -0.550
H65 9.040 1.320 0.653
H66 7.947 0.327 1.578
H67 8.248 3.062 2.474
H68 6.683 3.646 2.369
H69 6.855 2.055 2.757
H70 8.157 2.757 -1.337
H71 7.106 4.010 -0.604
H72 8.617 3.686 0.115
H73 3.362 -0.037 -1.342
H74 3.089 1.140 -0.040
H75 3.859 -0.359 0.352
H76 5.195 3.482 -0.294
C37 0.042 3.316 7.407
C38 0.939 3.767 6.219
C39 2.234 4.215 6.848
C40 3.302 4.509 5.750
C41 3.618 3.246 4.931
C42 2.305 2.592 4.329
N5 1.126 2.652 5.287
O5 -0.040 2.158 4.705
C43 1.997 3.340 2.975
C44 2.749 1.108 4.044
C45 0.220 4.928 5.488
H77 -0.773 2.699 7.028
H78 -0.419 4.113 7.992
H79 0.495 2.738 8.212
H80 2.072 5.091 7.476
H81 2.619 3.457 7.531
H82 4.195 4.980 6.159
H83 2.881 5.213 5.033
H84 4.018 2.568 5.685
H85 4.359 3.479 4.166
H86 2.857 3.925 2.647
H87 1.799 2.649 2.155
H88 1.230 4.113 2.923
H89 3.288 0.699 4.898
H90 1.830 0.580 3.794
H91 3.318 0.911 3.135
H92 0.777 5.202 4.592
H93 0.223 5.875 6.027
H94 -0.799 4.796 5.125
H95 -0.263 2.787 4.015
C46 4.243 -5.187 0.819
C47 4.811 -4.834 2.206
C48 5.100 -3.231 2.127
C49 5.232 -2.639 3.502
C50 3.990 -2.973 4.316
C51 3.862 -4.510 4.589
N6 3.913 -5.205 3.279
O6 3.565 -6.561 3.259
C52 4.843 -5.054 5.599
C53 2.447 -4.705 5.083
C54 6.183 -5.495 2.324
H96 3.261 -4.717 0.760
H97 4.060 -6.262 0.820
H98 4.954 -4.934 0.034
H99 6.097 -3.020 1.741
H100 4.273 -2.726 1.628
H101 5.363 -1.565 3.366
H102 6.156 -2.893 4.022
H103 3.092 -2.718 3.754
H104 4.031 -2.342 5.204
H105 5.884 -4.756 5.471
H106 4.614 -4.787 6.631
H107 4.815 -6.137 5.483
H108 2.301 -4.029 5.926
H109 1.676 -4.270 4.447
H110 2.151 -5.720 5.345
H111 6.062 -6.500 1.920
H112 6.411 -5.655 3.378
H113 6.983 -5.020 1.756
H114 2.670 -6.559 2.912
C55 -3.109 -1.544 0.706
C56 -2.162 -2.766 0.510
C57 -1.896 -2.842 -1.059
C58 -0.805 -1.821 -1.574
C59 0.482 -1.906 -0.757
C60 0.169 -1.713 0.789
N7 -0.869 -2.645 1.270
O7 -0.985 -2.752 2.647
C61 1.514 -2.179 1.551
C62 -0.048 -0.153 1.080
C63 -2.823 -4.043 0.883
H115 -4.058 -1.835 0.256
H116 -2.765 -0.714 0.088
H117 -3.096 -1.095 1.700
H118 -1.771 -3.897 -1.300
H119 -2.766 -2.788 -1.713
H120 -1.245 -0.826 -1.629
H121 -0.531 -2.066 -2.600
H122 1.083 -1.059 -1.087
H123 0.958 -2.870 -0.933
H124 1.793 -3.124 1.084
H125 2.409 -1.609 1.302
H126 1.381 -2.399 2.610
H127 -0.836 0.347 0.518
H128 -0.231 0.019 2.140
H129 0.831 0.423 0.789
H130 -3.102 -4.024 1.936
H131 -2.020 -4.780 0.908
H132 -3.666 -4.358 0.268
H133 -1.550 -2.007 2.866
O8 -2.559 -6.075 4.099
H134 -3.133 -5.546 3.545
H135 -1.940 -6.476 3.488
O9 -2.818 -7.784 0.245
H136 -2.338 -7.946 1.057
H137 -3.526 -7.191 0.498
O10 -2.513 -6.558 -2.569
H138 -2.354 -6.684 -1.634
H139 -2.970 -7.353 -2.844
O11 -3.848 -4.692 -4.101
H140 -3.540 -3.794 -3.984
H141 -3.200 -5.229 -3.645
O12 -2.675 -1.283 4.134
H142 -2.511 -0.584 4.767
H143 -3.548 -1.608 4.355
O13 0.541 -5.208 2.192
H144 -0.169 -4.568 2.140
H145 1.316 -4.732 1.893
O14 -4.959 -6.562 1.096
H146 -5.533 -5.799 1.026
H147 -5.365 -7.106 1.770

Computed properties:
HOMO energy   -7.78 eV
Energy relative to the best compared isomer or geometry (same formula, charge and spin)   386.96 kJ/mol
Gap between HOMO and LUMO   7.71 eV
E_tot   -3924.7844 Ha

Here are the Löwdin charges for atoms 1 to 4, given in e:
1 C -0.020
2 C -0.480
3 C -0.128
4 C -0.196